No. 1
Below is a cluster of 16 separate species, C42H124N8O21 in total, with properties calculated with the ωB97M-V functional and the def2-TZVPD basis.

The value obtained for the orbital gap is 0.28218 Eh. As for the HOMO energy: -8.31 eV. Its energy is -3692.32110 Eh.

Cartesian coordinates (Å):
C1 -2.0993 7.6135 -1.1241
C2 -1.8201 6.6173 -0.1512
C3 -2.5725 5.2575 -0.4839
O1 -3.9718 5.5197 -0.6140
C4 -4.6648 4.4651 -1.1787
N1 -0.4067 6.4281 -0.0800
H1 -3.1762 7.7801 -1.1010
H2 -1.6993 7.3479 -2.1027
H3 -1.7702 8.6232 -0.8785
H4 -2.1905 6.9623 0.8141
H5 -2.4837 4.5835 0.3681
H6 -2.0185 4.7981 -1.3025
H7 -5.7496 4.5356 -1.2573
H8 -4.4741 3.5426 -0.6302
H9 -4.2627 4.4125 -2.1905
H10 -0.2522 5.7931 0.6900
H11 -0.0628 5.8962 -0.8667
C5 0.7414 6.6725 -4.8044
C6 0.9185 6.2887 -3.3117
C7 0.8743 4.6881 -3.2087
O2 0.7524 4.2191 -1.8789
C8 0.7634 2.7878 -1.8551
N2 2.2230 6.7595 -2.8699
H12 1.5591 6.2616 -5.3964
H13 0.8256 7.7454 -4.9773
H14 -0.1723 6.2776 -5.2487
H15 0.1694 6.7782 -2.6893
H16 1.7259 4.2896 -3.7601
H17 0.0854 4.2377 -3.8110
H18 1.0300 2.3072 -0.9138
H19 1.6322 2.4379 -2.4126
H20 -0.0560 2.2790 -2.3628
H21 2.3598 6.5210 -1.8980
H22 2.3221 7.7623 -2.9374
C9 -3.7189 1.5420 -3.5333
C10 -3.1298 1.2664 -2.0945
C11 -4.1807 0.5450 -1.2473
O3 -3.9670 0.7691 0.1349
C12 -5.1063 0.3951 0.8923
N3 -1.9035 0.5553 -2.2768
H23 -4.4360 2.3627 -3.5501
H24 -4.2964 0.6590 -3.8071
H25 -2.9428 1.6299 -4.2936
H26 -2.8004 2.1685 -1.5788
H27 -4.2418 -0.5094 -1.5168
H28 -5.2261 0.7876 -1.4378
H29 -6.0544 0.8661 0.6327
H30 -4.9072 0.4005 1.9639
H31 -5.2969 -0.6667 0.7365
H32 -1.2705 1.0113 -2.9182
H33 -1.3877 0.5452 -1.4085
C13 -1.2480 -2.4261 8.7557
C14 -1.5171 -0.9194 8.6089
C15 -1.8909 -0.6815 7.1537
O4 -2.2642 0.6727 7.0578
C16 -2.4568 1.0173 5.6894
N4 -2.6236 -0.6029 9.4030
H34 -2.1497 -3.0342 8.8277
H35 -0.7715 -2.6055 9.7195
H36 -0.6516 -2.7972 7.9222
H37 -0.6334 -0.3483 8.8934
H38 -2.8272 -1.2102 6.9749
H39 -1.0465 -0.9400 6.5148
H40 -3.2434 0.4725 5.1673
H41 -1.5042 1.2157 5.1982
H42 -2.9127 2.0040 5.6079
H43 -3.1003 0.1947 9.0070
H44 -3.2840 -1.3508 9.2460
C17 -1.2415 -1.5315 3.4792
C18 -0.6930 -2.5359 2.5460
C19 -1.6446 -3.2760 1.5655
O5 -2.5627 -4.1611 2.2280
C20 -2.0745 -5.4372 2.5442
N5 0.3784 -2.0563 1.6544
H45 -1.9407 -0.8095 3.0572
H46 -0.4581 -0.9895 4.0089
H47 -1.8055 -2.0970 4.2209
H48 -0.2421 -3.3384 3.1298
H49 -1.2719 -3.7739 0.6703
H50 -2.1576 -2.4380 1.0936
H51 -1.2318 -5.3765 3.2328
H52 -1.7943 -5.8678 1.5829
H53 -2.9011 -6.0274 2.9398
H54 1.0966 -2.7500 1.5028
H55 0.9189 -1.3351 2.1104
C21 0.0061 -5.5050 -1.1685
C22 1.2173 -6.3044 -1.6698
C23 2.1784 -5.4606 -2.5025
O6 1.5713 -4.5809 -3.4285
C24 0.9546 -5.3447 -4.5421
N6 1.9268 -6.8380 -0.4570
H56 -0.7959 -5.4161 -1.9013
H57 0.2445 -4.5405 -0.7202
H58 -0.4747 -6.1330 -0.4184
H59 0.7473 -7.1410 -2.1870
H60 2.9557 -5.9773 -3.0656
H61 2.6876 -4.8083 -1.7931
H62 1.7757 -5.8634 -5.0368
H63 0.5989 -4.5752 -5.2272
H64 0.1351 -5.9924 -4.2307
H65 1.2598 -7.0679 0.2657
H66 2.3649 -6.0238 -0.0505
C25 -4.9054 -7.4167 -1.0015
C26 -3.8485 -6.8815 -1.9638
C27 -3.5181 -5.4210 -1.6528
O7 -4.6549 -4.6556 -1.3285
C28 -4.4569 -3.2145 -1.2590
N7 -2.7082 -7.8578 -2.0429
H67 -5.1193 -8.4820 -1.0876
H68 -5.8246 -6.8313 -0.9807
H69 -4.6853 -7.2017 0.0441
H70 -4.3632 -6.9520 -2.9220
H71 -3.1279 -4.9937 -2.5765
H72 -2.6824 -5.3089 -0.9621
H73 -3.7584 -2.7450 -1.9517
H74 -4.0881 -2.9314 -0.2731
H75 -5.4409 -2.7691 -1.4059
H76 -2.8601 -8.8262 -2.2863
H77 -2.1302 -7.4365 -2.7559
C29 4.1369 3.3859 0.0249
C30 4.2346 4.6821 -0.6093
C31 4.7053 4.6729 -2.0225
O8 6.0215 4.0645 -2.1115
C32 6.4332 3.7822 -3.4815
N8 2.9394 5.3825 -0.3718
H78 3.8467 3.6190 1.0494
H79 5.1399 2.9648 0.0940
H80 3.4272 2.7355 -0.4863
H81 4.9613 5.2812 -0.0606
H82 4.7951 5.6879 -2.4095
H83 3.9912 4.1860 -2.6865
H84 6.6538 4.6693 -4.0753
H85 5.6504 3.1922 -3.9581
H86 7.3829 3.2492 -3.4354
H87 2.5741 5.2803 0.5643
H88 2.2370 4.8836 -0.8989
O9 2.3778 0.3878 0.4908
H89 2.7928 0.8870 1.1942
H90 2.8710 -0.4318 0.4550
O10 -2.2232 2.2293 1.2918
H91 -1.3984 2.0078 0.8595
H92 -2.8611 1.6216 0.9174
O11 -0.3529 0.4233 0.4411
H93 0.5716 0.5834 0.6306
H94 -0.4711 -0.5137 0.5973
C33 -0.6913 -2.3810 -2.7132
C34 0.6253 -1.7629 -2.2393
O12 1.5601 -1.7547 -3.2445
O13 -1.2349 -1.5734 -3.7174
H95 -1.4035 -2.3513 -1.8885
H96 -0.6587 -3.4239 -3.0283
H97 0.9984 -2.3294 -1.3860
H98 0.3936 -0.7101 -2.0780
H99 1.6727 -2.6592 -3.5458
H100 -1.7404 -0.8399 -3.3596
C35 2.8072 0.9010 -4.7186
C36 3.6747 0.6350 -3.4323
O14 4.9186 0.0429 -3.7150
O15 1.3469 0.8746 -4.5186
H101 3.0875 0.1905 -5.4963
H102 3.1019 1.8439 -5.1793
H103 3.0906 0.0543 -2.7184
H104 3.8819 1.5680 -2.9083
H105 5.5447 0.4035 -3.0829
H106 1.1958 0.0651 -4.0251
C37 4.6303 -1.9503 -0.8167
C38 5.8239 -2.8525 -0.7853
O16 5.4841 -4.1738 -0.5400
O17 3.9263 -1.8352 0.4540
H107 4.0148 -2.1180 -1.7006
H108 5.0280 -0.9407 -0.9198
H109 6.3832 -2.5033 0.0826
H110 6.3920 -2.7366 -1.7082
H111 4.7730 -4.3654 0.0758
H112 3.6269 -2.7412 0.5590
C39 2.7943 -1.1603 4.1740
C40 2.0341 -1.3116 5.5041
O18 1.5230 -2.5966 5.5246
O19 3.0134 0.2311 3.7793
H113 2.2253 -1.6694 3.3961
H114 3.7272 -1.7234 4.1445
H115 1.3336 -0.4814 5.5948
H116 2.7859 -1.1925 6.2843
H117 2.2541 -3.2141 5.5998
H118 3.4301 0.6488 4.5365
C41 0.3953 2.8362 3.3214
C42 0.9848 3.2482 1.9101
O20 1.1856 4.6666 1.8697
O21 -0.8762 3.3949 3.4642
H119 0.9925 3.2676 4.1246
H120 0.4345 1.7651 3.5198
H121 0.3890 2.8454 1.0910
H122 1.9783 2.8000 1.8954
H123 1.4663 5.0216 2.7163
H124 -1.4049 2.9548 2.7945

Here are the Mulliken charges for atoms 1 to 99, given in e: C -1.68; C 0.52; C 0.05; O -0.47; C -0.39; N -0.59; H 0.45; H 0.24; H 0.41; H 0.55; H 0.18; H 0.01; H 0.36; H -0.02; H 0.26; H 0.17; H 0.01; C -1.71; C 0.58; C -1.06; O 0.47; C 0.22; N -0.48; H 0.39; H 0.40; H 0.35; H -0.21; H 0.15; H 0.78; H -0.03; H -0.21; H -0.59; H 0.19; H 0.26; C -1.90; C 2.17; C -1.10; O 0.02; C -1.08; N 1.48; H 0.36; H 0.42; H 0.43; H -0.76; H -0.30; H 0.59; H 0.36; H 0.23; H 0.25; H 0.32; H -1.41; C -1.33; C 0.32; C 0.04; O -0.46; C -0.69; N -0.78; H 0.38; H 0.38; H 0.25; H 0.36; H 0.22; H -0.23; H 0.38; H 0.10; H 0.43; H 0.33; H 0.28; C -1.33; C 1.39; C 1.04; O -0.47; C -0.41; N -0.37; H -0.25; H 0.01; H 0.65; H 0.47; H -0.28; H -0.74; H 0.23; H 0.04; H 0.27; H 0.29; H -0.81; C 0.32; C 0.08; C -0.11; O -0.26; C -0.77; N -0.81; H -0.42; H -0.33; H 0.21; H 0.44; H 0.49; H -0.45; H 0.38; H 0.25

No. 2
Below is the molecule C26H30IO2P, with properties calculated with the ωB97M-V functional and the def2-TZVPD basis.

Its SMILES is CCCCCc1c(CCCI)cc2c(c1-c1ccccc1)C(=O)C(P(C)C)=CC2=O. The value obtained for the orbital gap is 0.26668 Eh. As for the HOMO energy: -8.33 eV. Its energy is -1797.85428 Eh.

Cartesian coordinates (Å):
C1 -2.7234 -0.4118 3.1942
C2 -1.7289 0.8252 3.5847
C3 -0.5902 0.8470 2.4079
C4 -0.0789 2.3476 2.1612
C5 1.0185 2.4998 0.9685
C6 1.3422 1.0326 0.4269
C7 2.4415 0.1430 1.0523
C8 3.2819 0.6963 2.2908
C9 4.3369 1.8604 1.9351
C10 4.4704 2.2006 0.3747
I1 6.1253 3.6636 0.2227
C11 2.7633 -1.3086 0.5497
C12 1.8994 -1.8475 -0.6286
C13 0.7633 -0.9432 -1.2401
C14 0.4615 0.4994 -0.7680
C15 -0.6751 1.3663 -1.4656
C16 -0.3726 1.9791 -2.8810
C17 -1.4107 2.8075 -3.6839
C18 -2.8072 3.0901 -3.0787
C19 -3.1130 2.5149 -1.6627
C20 -2.0733 1.6543 -0.8765
C21 -0.0812 -1.6506 -2.4195
O1 -0.5386 -1.0466 -3.4145
C22 -0.2909 -3.2419 -2.2187
P1 -1.9978 -3.9045 -2.7547
C23 -3.2019 -2.5615 -2.0843
C24 -2.3036 -5.3746 -1.5516
C25 0.7430 -4.0676 -1.6656
C26 2.1113 -3.3348 -1.2209
O2 3.2363 -3.8751 -1.3512
H1 -3.1002 -0.9822 4.1055
H2 -2.1438 -1.1841 2.5559
H3 -3.5406 0.0259 2.5302
H4 -2.2769 1.8216 3.6548
H5 -1.2095 0.5104 4.5605
H6 0.2347 0.1361 2.7956
H7 -1.1166 0.3826 1.4911
H8 0.4498 2.6903 3.1229
H9 -1.0006 2.9963 1.9776
H10 0.5288 3.1220 0.1303
H11 1.9482 3.0922 1.2900
H12 2.5096 1.1532 3.0230
H13 3.7358 -0.1996 2.8401
H14 4.0593 2.7902 2.5467
H15 5.3628 1.5148 2.3215
H16 4.7128 1.2415 -0.1899
H17 3.5289 2.6851 -0.0601
H18 3.5719 -1.9746 0.9884
H19 0.6448 1.7973 -3.3722
H20 -1.1411 3.2021 -4.7299
H21 -3.5772 3.6943 -3.6558
H22 -4.1352 2.7582 -1.2199
H23 -2.3771 1.2650 0.1463
H24 -4.1893 -3.0159 -1.7131
H25 -3.3433 -1.7092 -2.8321
H26 -2.6837 -2.1473 -1.1336
H27 -3.1429 -6.0584 -1.9070
H28 -2.5660 -4.8721 -0.5424
H29 -1.3680 -6.0063 -1.3873
H30 0.6171 -5.1885 -1.5395

What are the natural (NBO) partial charges on each atom? They are as follows, in elementary charge units: C -0.63; C -0.41; C -0.41; C -0.41; C -0.47; C 0.05; C -0.01; C -0.45; C -0.44; C -0.50; I 0.06; C -0.18; C -0.10; C -0.11; C -0.02; C -0.07; C -0.17; C -0.22; C -0.22; C -0.22; C -0.22; C 0.54; O -0.51; C -0.33; P 0.78; C -0.93; C -0.92; C -0.29; C 0.54; O -0.51; H 0.22; H 0.20; H 0.21; H 0.21; H 0.20; H 0.22; H 0.20; H 0.21; H 0.22; H 0.25; H 0.23; H 0.22; H 0.23; H 0.22; H 0.23; H 0.24; H 0.23; H 0.25; H 0.24; H 0.23; H 0.23; H 0.23; H 0.23; H 0.24; H 0.26; H 0.22; H 0.25; H 0.22; H 0.23; H 0.24

No. 3
Below is a cluster of 2 separate species, C6H10O in total, with properties calculated with the ωB97M-V functional and the def2-TZVPD basis.

Its spin multiplicity is 2. Its total charge is +1. The value obtained for the orbital gap (alpha / beta) is 0.32523 / 0.24003 Eh. The energy above the lowest of the compared OMol25 structures with the same formula, charge and spin comes out at 79.0 kcal per mole. As for the expectation value of S²: 0.79. As for the HOMO energy (alpha / beta): -14.50 / -14.44 eV. Its energy is -309.41930 Eh.

Cartesian coordinates (Å):
C1 -0.1777 0.7528 -1.0674
C2 -0.6646 2.0031 -1.1535
C3 -1.4346 -1.3611 -0.5587
C4 -0.6555 -0.2784 -0.1425
C5 -0.2111 -0.3586 1.2043
C6 -0.2506 0.6910 2.0719
H1 0.3227 0.3009 -1.9257
H2 -0.0797 2.8354 -1.5130
H3 -1.6471 2.1082 -0.7011
H4 -1.3004 -2.3310 -0.0955
H5 -2.2649 -1.2442 -1.2435
H6 -0.2554 -1.3482 1.6506
H7 -0.1787 1.7248 1.7696
H8 -0.3175 0.4670 3.1299
H9 3.4339 -1.9625 -0.1885
H10 2.5009 -0.7213 -0.4232
O1 3.1801 -1.2779 -0.8136

What are the natural (NBO) partial charges on each atom? They are as follows, in elementary charge units: C -0.32; C -0.26; C -0.07; C 0.09; C -0.23; C -0.11; H 0.28; H 0.25; H 0.21; H 0.22; H 0.24; H 0.24; H 0.23; H 0.24; H 0.48; H 0.45; O -0.93

No. 4
Below is a cluster of 9 separate species, C6H29NO9 in total, with properties calculated with the ωB97M-V functional and the def2-TZVPD basis.

Its spin multiplicity is 2. Its total charge is -1. The value obtained for the orbital gap (alpha / beta) is 0.09644 / 0.35251 Eh. The energy above the lowest of the compared OMol25 structures with the same formula, charge and spin comes out at 26.3 kcal per mole. As for the expectation value of S²: 0.75. As for the HOMO energy (alpha / beta): -0.19 / -7.19 eV. Its energy is -977.85849 Eh.

Cartesian coordinates (Å):
C1 -1.7806 2.6969 -1.0154
C2 -0.7028 2.7683 0.1164
N1 0.1524 1.6741 0.2231
C3 0.9724 1.7592 1.4857
C4 2.4543 1.5732 1.2882
C5 -0.4604 0.2681 0.1418
C6 0.5058 -0.5094 -0.7063
O1 -0.6219 3.8060 0.7495
H1 -1.5853 1.8607 -1.6768
H2 -1.6974 3.6056 -1.6326
H3 -2.7318 2.8904 -0.5473
H4 0.8827 2.7646 1.9385
H5 0.6036 0.9812 2.1611
H6 3.0654 2.5004 1.0006
H7 3.0097 1.2208 2.1572
H8 2.7813 0.8758 0.4616
H9 -0.4529 -0.2540 1.1314
H10 -1.5687 0.3750 -0.1738
H11 1.5554 -0.3438 -0.3378
H12 0.0709 -1.4414 -0.9033
H13 0.4979 -0.1113 -1.7280
H14 -2.9161 -0.6786 1.3032
H15 -3.9701 -0.4443 0.4256
O2 -3.6642 -1.1975 0.9504
H16 -1.4941 -2.4453 -1.4287
H17 -2.6766 -2.1029 -0.7506
O3 -2.3279 -1.9896 -1.6482
H18 3.3796 0.6319 -2.6824
H19 2.7766 1.7061 -1.8598
O4 3.6337 1.2894 -2.0220
H20 -1.3233 -1.3662 -3.4620
H21 0.0958 -0.8531 -3.7697
O5 -0.7640 -1.0025 -4.1653
H22 0.1215 -1.7449 3.4993
H23 0.5202 -0.3501 3.8284
O6 0.9449 -1.1825 3.5685
H24 -2.2633 -0.8896 4.0096
H25 -3.5562 0.0785 3.5005
O7 -2.7511 -0.4221 3.3058
H26 0.6128 -3.8732 -1.0735
H27 -0.4395 -3.9509 -0.0004
O8 -0.3424 -3.8685 -0.9680
H28 3.0701 -1.5402 -1.3248
H29 4.5334 -1.0926 -1.4990
O9 3.8501 -1.6714 -1.8706

What are the natural (NBO) partial charges on each atom? They are as follows, in elementary charge units: C -0.73; C 0.71; N -0.48; C -0.27; C -0.62; C -0.26; C -0.64; O -0.63; H 0.23; H 0.23; H 0.24; H 0.24; H 0.21; H 0.20; H 0.22; H 0.20; H 0.21; H 0.22; H 0.21; H 0.22; H 0.18; H 0.49; H 0.45; O -0.96; H 0.48; H 0.49; O -1.00; H 0.47; H 0.48; O -0.95; H 0.50; H 0.46; O -0.96; H 0.34; H 0.43; O -1.11; H 0.37; H 0.46; O -1.23; H 0.47; H 0.45; O -0.99; H 0.48; H 0.48; O -0.96

No. 5
Below is the ion CH3O2S3 with charge -1, with properties calculated with the ωB97M-V functional and the def2-TZVPD basis.

Its total charge is -1. Its SMILES is CSS(=O)(=O)[S-]. The value obtained for the orbital gap is 0.29291 Eh. The energy above the lowest of the compared OMol25 structures with the same formula, charge and spin comes out at 46.0 kcal per mole. As for the HOMO energy: -4.67 eV. Its energy is -1384.92248 Eh.

Cartesian coordinates (Å):
C1 1.4228 -0.3968 -0.1274
S1 0.0158 -1.3842 0.4959
S2 -1.3602 0.3950 0.2711
O1 -0.4175 1.4279 -0.9327
O2 -1.4761 0.9880 1.6274
S3 -2.9652 -0.3715 -0.4580
H1 1.1016 0.6130 -0.1311
H2 1.4464 -0.7008 -1.1927
H3 2.2324 -0.5705 0.4476

What are the natural (NBO) partial charges on each atom? They are as follows, in elementary charge units: C -0.74; S -0.07; S 1.51; O -0.93; O -0.93; S -0.52; H 0.29; H 0.21; H 0.19

No. 6
Below is the molecule C5H6O2, with properties calculated with the ωB97M-V functional and the def2-TZVPD basis.

The value obtained for the orbital gap is 0.34016 Eh. The energy above the lowest of the compared OMol25 structures with the same formula, charge and spin comes out at 95.5 kcal per mole. As for the HOMO energy: -8.93 eV. Its energy is -344.44974 Eh.

Cartesian coordinates (Å):
O1 -0.1892 -2.2263 -0.1114
C1 0.0231 -1.0399 0.0120
C2 -0.7097 -0.2455 1.1009
O2 -1.6771 0.6691 0.5449
C3 -1.9139 0.5125 -0.7260
C4 1.8242 0.6457 -0.3750
C5 1.0594 -0.3540 -0.8078
H1 -0.0335 0.3637 1.7059
H2 -1.2481 -0.9455 1.7409
H3 -2.6952 1.2842 -0.9174
H4 1.7207 1.0854 0.6145
H5 2.6145 1.0530 -0.9979
H6 1.2248 -0.8024 -1.7836

What are the natural (NBO) partial charges on each atom? They are as follows, in elementary charge units: O -0.51; C 0.52; C -0.17; O -0.46; C 0.10; C -0.34; C -0.28; H 0.20; H 0.22; H 0.08; H 0.19; H 0.21; H 0.23

No. 7
Below is a cluster of 2 separate species, CHNO3 in total, with properties calculated with the ωB97M-V functional and the def2-TZVPD basis.

Its spin multiplicity is 3. The value obtained for the orbital gap (alpha / beta) is 0.37854 / 0.28335 Eh. The energy above the lowest of the compared OMol25 structures with the same formula, charge and spin comes out at 112.1 kcal per mole. As for the expectation value of S²: 2.01. As for the HOMO energy (alpha / beta): -9.78 / -10.63 eV. Its energy is -318.90947 Eh.

Cartesian coordinates (Å):
C1 -1.1212 0.5546 0.1223
N1 -0.1180 1.1538 -0.1764
O1 1.0035 -0.3230 -0.4118
O2 -1.9634 -0.2102 0.3850
O3 0.4934 -1.4174 0.0611
H1 1.7057 0.2423 0.0197

What are the natural (NBO) partial charges on each atom? They are as follows, in elementary charge units: C 0.69; N -0.45; O -0.26; O -0.44; O -0.06; H 0.52